(1)
C21H21N5O4S4SbW | ωB97M-V with the def2-TZVPD basis set

Summary:
multiplicity = 2
E_LUMO (alpha / beta) = -0.94 / -2.24 eV
expectation value of S² = 0.789
highest occupied orbital energy (alpha / beta) = -7.36 / -7.80 eV
orbital gap (alpha / beta) = 6.42 / 5.56 eV

Last column: Mulliken charge in e.
CARTESIAN COORDINATES (ANGSTROEM)
W 0.955 0.107 1.819  2.096
O 3.069 -3.482 1.991  -0.699
C 2.665 -2.375 1.731  0.478
O 1.631 -1.794 2.252  -0.680
C 3.310 -1.566 0.638  0.725
C 4.353 -2.113 -0.129  -1.121
C 4.836 -1.386 -1.166  -0.652
C 4.312 -0.097 -1.424  0.861
C 4.785 0.695 -2.491  -0.846
C 4.283 1.949 -2.702  -0.667
C 3.302 2.460 -1.834  -0.845
C 2.819 1.716 -0.790  -0.457
C 3.297 0.408 -0.575  -0.045
N 2.798 -0.376 0.449  0.274
H 4.702 -3.101 0.133  0.565
H 5.623 -1.770 -1.805  0.439
H 5.559 0.293 -3.133  0.398
H 4.651 2.554 -3.520  0.404
H 2.932 3.467 -1.979  0.468
H 2.104 2.147 -0.105  0.691
S 0.535 3.396 5.081  -0.555
Sb 1.313 1.326 5.009  0.489
S -0.418 -0.105 3.528  -0.494
S 2.763 1.057 3.015  -0.407
C -0.531 -1.017 -2.230  -1.933
C -0.272 -0.393 -0.903  0.422
N 0.197 -1.058 0.159  0.755
O 0.488 -2.384 -0.089  -0.524
C -0.407 0.978 -0.638  0.036
C -0.691 2.076 -1.598  -1.761
N -0.251 1.180 0.683  0.575
O 0.649 2.026 1.272  -0.725
H -0.490 -2.099 -2.168  0.449
H 0.222 -0.685 -2.949  0.392
H -1.505 -0.702 -2.611  0.370
H 0.035 -2.871 0.646  0.166
H -1.719 2.022 -1.965  0.420
H -0.022 2.022 -2.458  0.386
H -0.553 3.039 -1.107  0.345
N -2.862 -2.554 -0.108  -0.242
C -2.588 -2.345 1.192  0.087
S -1.589 -3.377 2.060  -0.332
N -3.141 -1.264 1.786  -0.061
C -3.906 -0.243 1.168  0.057
C -3.517 1.081 1.330  -0.369
C -4.263 2.096 0.751  -0.653
C -5.388 1.797 -0.005  -0.514
C -5.782 0.475 -0.156  -0.541
C -5.055 -0.545 0.442  -0.125
H -2.453 -3.365 -0.536  0.284
H -3.403 -1.907 -0.657  0.208
H -2.765 -1.080 2.706  0.302
H -2.629 1.309 1.908  0.271
H -3.957 3.125 0.892  0.450
H -5.965 2.591 -0.461  0.413
H -6.673 0.233 -0.720  0.398
H -5.392 -1.572 0.372  0.575

(2)
C33H30BF9O2S | ωB97M-V with the def2-TZVPD basis set

Summary:
multiplicity = 1
E_LUMO = -0.29 eV
highest occupied orbital energy = -8.17 eV
orbital gap = 7.88 eV
SMILES = CC1(C)OB(C(c2ccc(C(F)(F)F)cc2)c2ccc(C(F)(F)F)cc2)OC1(C)C.Cc1ccc(-c2ccc(C(F)(F)F)cc2)s1

Last column: Mulliken charge in e.
CARTESIAN COORDINATES (ANGSTROEM)
C -0.691 6.027 2.256  -1.918
C -1.461 4.733 1.995  1.573
C -2.927 5.017 2.262  -1.542
O -1.362 4.527 0.557  -0.678
B -0.590 3.401 0.356  0.835
C -0.186 3.069 -1.093  0.364
C -0.257 1.710 -1.766  1.771
C 0.448 0.609 -1.227  -0.418
C 0.909 -0.438 -2.025  -1.332
C 0.549 -0.466 -3.375  0.400
C 1.036 -1.504 -4.349  0.867
F -0.017 -2.241 -4.836  -0.238
F 1.925 -2.373 -3.802  -0.294
F 1.646 -0.928 -5.439  -0.274
C -0.318 0.492 -3.876  -1.505
C -0.722 1.548 -3.067  -0.202
C -0.285 4.399 -1.850  0.872
C -1.128 4.718 -2.897  -0.134
C -1.022 5.966 -3.530  -1.223
C -0.153 6.931 -3.034  0.279
C 0.043 8.274 -3.715  0.854
F 0.181 9.292 -2.804  -0.273
F 1.187 8.286 -4.477  -0.257
F -0.977 8.595 -4.555  -0.273
C 0.597 6.677 -1.895  -1.347
C 0.568 5.409 -1.346  -0.289
O -0.433 2.574 1.433  -0.586
C -0.820 3.389 2.609  1.753
C 0.527 3.608 3.296  -1.899
C -1.789 2.526 3.376  -1.548
H -0.758 6.328 3.311  0.417
H 0.360 5.945 1.957  0.308
H -1.134 6.816 1.627  0.404
H -3.131 5.241 3.320  0.377
H -3.220 5.893 1.672  0.466
H -3.546 4.182 1.933  0.079
H 0.876 3.062 -0.746  0.052
H 0.711 0.586 -0.170  0.392
H 1.558 -1.213 -1.630  0.487
H -0.701 0.441 -4.895  0.455
H -1.403 2.269 -3.505  -0.077
H -1.895 4.022 -3.232  0.274
H -1.636 6.154 -4.390  0.492
H 1.202 7.467 -1.453  0.417
H 1.229 5.210 -0.510  0.328
H 0.463 4.242 4.189  0.360
H 0.947 2.636 3.586  0.409
H 1.248 4.024 2.578  0.292
H -2.100 2.998 4.312  0.361
H -2.659 2.299 2.751  -0.143
H -1.328 1.562 3.610  0.507
C -6.238 0.190 4.059  -1.230
C -5.665 0.869 2.877  0.679
C -6.019 2.110 2.355  -0.805
C -5.426 2.367 1.087  -0.533
C -4.583 1.339 0.675  0.223
C -4.002 1.164 -0.623  1.679
C -4.314 2.029 -1.699  -0.455
C -4.242 1.539 -2.995  -1.196
C -3.811 0.234 -3.217  0.211
C -4.043 -0.412 -4.559  0.774
F -3.392 -1.609 -4.684  -0.277
F -5.381 -0.657 -4.739  -0.272
F -3.626 0.373 -5.606  -0.269
C -3.228 -0.501 -2.189  -0.603
C -3.323 -0.043 -0.889  -1.048
S -4.408 0.140 1.951  -0.206
H -7.114 0.751 4.396  0.372
H -6.546 -0.834 3.806  0.303
H -5.519 0.143 4.887  0.278
H -6.762 2.752 2.810  0.401
H -5.599 3.249 0.481  0.502
H -4.690 3.028 -1.497  0.337
H -4.522 2.156 -3.842  0.433
H -2.725 -1.438 -2.418  0.499
H -2.936 -0.660 -0.079  0.208

(3)
C2H7N3O2 | ωB97M-V with the def2-TZVPD basis set

Summary:
multiplicity = 1
E_LUMO = 0.92 eV
highest occupied orbital energy = -9.03 eV
orbital gap = 9.96 eV
SMILES = CN(C)/[N+]([O-])=N/O

Last column: Mulliken charge in e.
CARTESIAN COORDINATES (ANGSTROEM)
C 0.774 -1.119 0.097  -0.900
N -0.151 -0.210 -0.578  -0.175
C 0.475 0.978 -0.977  -0.900
N -1.648 -0.322 0.007  1.055
O -1.901 -1.333 0.584  -0.766
N -2.307 0.713 -0.230  -0.289
O -3.590 0.643 0.287  -0.411
H 0.287 -2.140 0.049  0.237
H 1.666 -1.024 -0.421  0.460
H 1.050 -0.839 1.104  0.323
H 1.290 1.327 -0.481  0.424
H 0.798 0.864 -2.034  0.283
H -0.064 1.971 -0.862  0.312
H -3.749 -0.220 0.752  0.347

(4)
C10H15BF3N6O2S2V | ωB97M-V with the def2-TZVPD basis set

Summary:
multiplicity = 4
E_LUMO (alpha / beta) = 2.82 / 2.81 eV
expectation value of S² = 3.761
highest occupied orbital energy (alpha / beta) = -3.59 / -4.93 eV
orbital gap (alpha / beta) = 6.41 / 7.74 eV
charge = -1

Last column: Mulliken charge in e.
CARTESIAN COORDINATES (ANGSTROEM)
V -0.691 -0.290 -1.231  0.131
C -2.276 2.583 1.427  -0.781
N -0.853 2.424 1.395  0.354
C 0.068 3.429 1.483  -0.292
C 1.290 2.844 1.430  -0.789
N 1.129 1.496 1.315  0.370
B 2.349 0.541 1.457  0.621
N 2.041 -0.896 0.999  -0.105
C 2.196 -1.985 1.806  -0.711
C 2.231 -3.101 1.042  -0.392
N 2.102 -2.693 -0.259  0.386
C 2.233 -3.509 -1.430  -0.831
C 1.938 -1.344 -0.266  0.013
S 1.723 -0.446 -1.682  -0.576
C -0.183 1.251 1.266  0.001
S -0.986 -0.249 1.152  -0.576
H -2.505 3.646 1.405  0.280
H -2.684 2.126 2.332  0.314
H -2.719 2.106 0.550  0.312
H -0.226 4.455 1.555  0.412
H 2.266 3.278 1.479  0.483
H 2.623 0.499 2.627  -0.240
H 3.235 0.978 0.786  -0.163
H 2.274 -1.877 2.866  0.489
H 2.335 -4.133 1.301  0.434
H 2.477 -4.525 -1.125  0.299
H 3.030 -3.105 -2.058  0.354
H 1.312 -3.508 -2.010  0.244
N -2.797 0.136 -1.436  -0.348
N -3.024 1.530 -1.472  -0.512
C -1.863 2.353 -1.843  0.688
O -2.145 3.489 -2.196  -0.784
O -0.766 1.798 -1.688  -0.533
H -3.120 -0.334 -2.288  0.308
H -3.261 -0.284 -0.625  0.300
H -3.865 1.825 -1.965  0.222
F -2.467 -2.493 -1.406  -0.305
C -1.099 -2.200 -1.422  0.531
F -0.729 -2.657 -2.689  -0.356
F -0.597 -3.158 -0.581  -0.254

no.,F_max (eV/Å),M (Da)
1,1.0,841.3
2,3.0,672.5
3,5.6,105.1
4,3.0,434.2